132
Properties=species:S:1:pos:R:3:forces:R:3 method="wB97M-V/def2-TZVPD" energy_ha=-3496.32847 homo_lumo_gap_ev=9.2 e_homo_ev=-9.08 fmax_ev_per_a=4.312 smiles="COC(=O)OC.COC(=O)OC.COC(=O)OC.COC(=O)OC.Fc1ccccc1.Fc1ccccc1.Fc1ccccc1.Fc1ccccc1.Fc1ccccc1.c1ccccc1.c1ccccc1"
F -27.9202 -12.3158 21.3207 0.4 0.0 -0.4
F -23.9922 -12.5570 6.5939 0.8 0.7 -1.6
F -25.6406 -0.1829 17.2727 -1.5 1.3 -1.1
F -24.5430 -6.7570 27.5158 0.0 -0.1 0.0
F -28.9740 -15.6129 16.8291 -0.1 0.0 -0.1
O -23.2793 -10.1971 15.6386 0.6 0.1 -0.9
O -30.3247 -5.9191 18.5517 0.2 -0.5 -1.0
O -30.6509 -7.9435 17.4032 0.5 4.2 0.1
O -30.0332 -5.9392 16.4367 0.4 -0.5 -1.1
O -20.2675 -7.7899 21.8380 3.8 1.8 -0.9
O -18.3327 -7.9989 20.6214 0.1 -1.0 -2.2
O -18.2969 -6.5322 22.1861 -1.5 0.8 0.4
O -22.7100 -9.7044 13.5043 -0.4 0.0 1.8
O -17.5570 -11.3615 10.1512 0.9 -1.0 0.6
O -16.2449 -11.6679 11.9435 1.7 -0.8 0.7
O -16.1715 -13.1717 10.4031 0.8 0.0 1.1
O -24.5628 -8.7217 14.4538 1.7 -1.3 -0.1
C -25.7874 -2.5565 17.5192 0.7 1.1 -0.8
C -24.0386 -1.1779 18.5369 -1.1 -1.2 -0.3
C -22.5313 -15.8218 12.2188 -2.6 2.6 -0.5
C -28.4175 -13.7699 15.4535 0.2 -0.8 1.1
C -21.8889 -16.9737 12.0642 1.7 -3.3 -0.5
C -28.0476 -7.7212 7.8298 1.0 0.4 -0.4
C -29.8361 -6.6000 15.1585 -1.1 0.6 -0.7
C -28.8789 -11.1192 23.0959 1.6 -0.5 -0.8
C -31.1341 -11.5655 23.7100 0.4 1.4 1.4
C -31.0452 -13.7048 14.4843 1.4 -0.3 1.2
C -28.7705 -12.7259 14.6030 -1.1 -1.5 0.4
C -25.0479 -6.5014 25.2460 -0.3 0.0 -0.3
C -30.1765 -12.7340 21.8540 1.2 0.3 0.0
C -24.0449 -12.5468 4.1948 -0.4 -0.5 0.2
C -29.3500 -14.6936 15.9263 -0.1 1.1 -1.8
C -28.2217 -5.0771 8.6995 -0.4 -1.3 -0.2
C -25.2390 -6.1240 26.5486 -0.5 0.2 0.7
C -29.3471 -5.9247 8.7249 0.9 1.4 0.6
C -23.5091 -2.3557 19.0425 0.4 0.1 0.2
C -27.0312 -5.5543 8.1650 0.0 -0.4 -0.1
C -24.0829 -10.0149 16.8445 -0.2 0.3 -0.9
C -23.9079 -15.8168 12.4726 0.1 -1.4 0.5
C -18.9198 -9.0321 19.7069 -0.9 -0.2 0.9
C -23.5953 -9.4789 14.5169 -1.6 1.1 0.2
C -26.7079 -4.3180 25.9840 0.9 -1.3 -1.6
C -30.1116 -12.7570 14.1393 0.4 1.5 -0.4
C -26.1329 -5.1307 26.9577 0.4 0.8 -0.6
C -30.4013 -6.7083 17.4288 0.2 -3.3 1.9
C -25.1924 -1.3072 17.7478 2.0 -1.8 1.8
C -25.1798 -3.7239 17.9851 0.6 0.4 0.5
C -25.7667 -5.8167 24.2618 0.4 0.9 0.5
C -30.4266 -6.5325 19.8226 -1.9 -0.5 0.6
C -23.4551 -12.1433 5.3723 1.1 0.4 0.4
C -22.5151 -18.2042 12.2958 -0.9 0.2 -0.2
C -24.5630 -17.0541 12.7088 -0.1 2.5 0.5
C -23.4916 -12.1587 2.9832 0.7 0.8 0.0
C -23.8664 -18.2221 12.6375 0.8 -0.7 -0.2
C -21.6969 -11.0136 4.1294 -0.1 0.0 -0.9
C -30.6051 -14.6837 15.3807 -1.6 -0.9 0.7
C -22.9049 -9.1549 12.1863 0.0 -0.9 -0.3
C -26.9122 -6.9032 7.7447 -1.1 0.7 0.4
C -18.9067 -5.8288 23.3498 0.1 -1.4 0.1
C -29.2460 -7.2296 8.3105 -0.5 -0.2 -0.4
C -31.2313 -12.4780 22.7401 -0.1 -1.8 -1.9
C -16.5539 -13.8261 9.2152 -1.4 -0.1 -0.6
C -22.3263 -11.3878 2.9677 -0.8 -0.9 -0.9
C -22.2650 -11.3700 5.3243 -1.0 -0.5 1.7
C -26.4704 -4.6664 24.6098 -0.8 0.0 1.2
C -16.7708 -10.6963 12.8302 -1.1 -0.6 -0.1
C -16.7302 -12.0068 10.7825 -1.8 0.8 -1.8
C -19.0905 -7.4262 21.5460 -2.9 -1.7 1.5
C -24.0244 -3.6332 18.7908 -1.1 1.2 0.0
C -28.9832 -12.0687 22.0815 -1.4 0.2 0.7
C -29.9201 -10.8830 23.9218 -1.8 0.5 0.4
H -27.4715 -14.0344 15.9027 0.7 1.0 -0.3
H -31.0976 -7.3888 19.7555 0.6 -0.5 -0.2
H -30.2402 -5.4507 9.1046 -0.4 -0.5 0.0
H -20.8951 -17.0046 11.6426 0.3 0.1 0.3
H -17.6265 -14.0184 9.2424 -0.3 0.7 -0.3
H -24.4426 -14.8785 12.4879 -0.1 0.0 0.1
H -16.2223 -14.8616 9.1386 1.1 0.3 0.6
H -21.8144 -11.0525 6.2530 0.0 -0.1 0.2
H -23.9169 -9.0115 17.2365 -0.3 0.0 -0.2
H -23.6565 -4.4332 19.4161 0.2 -0.4 -0.6
H -31.3078 -15.4173 15.7472 -0.1 -0.2 0.0
H -25.5979 -4.6828 17.7165 -0.1 -0.1 0.1
H -26.2391 -4.8602 27.9979 0.0 -0.3 0.1
H -21.8827 -11.1737 2.0066 0.0 0.2 0.0
H -27.2997 -3.4519 26.2406 0.0 0.0 0.0
H -29.8595 -10.0939 24.6567 0.1 -0.1 0.2
H -18.1216 -5.3807 23.9589 0.3 -0.1 -0.6
H -18.2245 -9.7001 19.1987 1.0 0.5 0.9
H -22.1073 -14.8662 11.9479 0.4 0.0 0.2
H -29.7888 -7.6886 15.1885 0.4 0.2 0.5
H -26.6136 -2.5253 16.8244 -0.3 -0.4 0.1
H -17.7605 -11.0504 13.1189 -0.2 0.3 0.0
H -28.3032 -4.0842 9.1164 0.1 0.2 -0.2
H -23.9336 -12.3778 2.0224 -0.2 -0.4 0.1
H -29.0266 -6.1080 14.6193 0.3 -0.2 0.6
H -26.2583 -4.8083 8.0535 0.5 -0.4 0.0
H -23.4303 -8.2047 12.0898 0.1 -0.1 0.6
H -22.0819 -19.1792 12.1283 0.6 0.2 0.0
H -20.7846 -10.4603 3.9620 0.1 0.1 0.8
H -19.3587 -6.6126 23.9575 -0.2 0.2 0.0
H -29.5007 -6.7681 20.3473 0.2 0.1 -0.6
H -31.0413 -5.8942 20.4573 0.4 0.6 0.0
H -19.4989 -8.7003 18.8452 -0.1 1.2 0.5
H -27.9292 -10.6119 23.1802 0.1 0.1 0.2
H -27.9925 -8.7099 7.3987 0.0 -0.2 0.2
H -23.6728 -0.2052 18.8307 0.2 0.0 -0.2
H -24.3578 -19.1707 12.7958 -0.1 -0.1 0.1
H -32.0864 -13.6001 14.2169 0.1 -0.2 -0.2
H -32.1525 -13.0407 22.7051 -0.1 0.0 -0.5
H -24.3482 -7.2894 25.0094 -0.1 -0.1 0.0
H -30.1272 -7.8508 8.2475 -0.1 -0.1 0.2
H -28.0331 -11.9763 14.3566 -0.2 0.1 -0.3
H -25.5776 -17.0130 13.0767 -0.3 -0.2 -0.3
H -19.6599 -5.0689 23.1415 0.1 -0.2 -0.7
H -26.9183 -4.0717 23.8275 -0.1 0.1 0.0
H -30.5123 -11.9465 13.5486 0.4 0.3 -0.3
H -19.5921 -9.6528 20.2993 0.1 0.1 0.1
H -16.2451 -13.2626 8.3348 -0.2 0.0 0.0
H -24.8910 -13.2160 4.2467 -0.2 0.1 -0.1
H -25.6664 -6.0847 23.2205 0.0 0.0 0.0
H -26.0205 -7.3368 7.3166 0.2 0.3 0.0
H -22.6435 -2.2331 19.6767 0.1 -0.3 0.2
H -23.4207 -9.9222 11.6090 -0.3 0.1 0.0
H -21.9077 -9.1200 11.7476 0.0 0.3 0.2
H -23.8068 -10.7235 17.6254 0.5 -0.2 -0.6
H -30.7198 -6.3726 14.5624 -0.2 0.0 0.0
H -32.0638 -11.3863 24.2295 0.3 0.3 0.6
H -16.1633 -10.7934 13.7300 0.2 0.5 -0.3
H -30.1438 -13.3703 20.9819 -0.6 -0.4 0.2
H -16.8654 -9.7039 12.3893 0.4 -0.1 0.1
H -25.1224 -10.2142 16.5843 0.0 0.4 0.1